1.
A cluster of 8 separate species, C44H100N4O8 in total at a distorted geometry. Source: OMol25; level of theory: wB97M-V/def2-TZVPD.

- Kohn-Sham gap: 8.5 eV
- Strongest force on any atom: 0.06453 Eh/bohr
- Net charge: 0
- LUMO energy: 0.32 eV

Each line ends with the Mulliken charge.
Element x y z (Å)
C (-2.77, -1.14, -1.83)  -1.89
C (-2.35, -0.11, -2.99)  1.18
C (-3.50, -0.11, -4.06)  -1.46
C (-2.37, 1.28, -2.34)  -0.71
C (-1.79, 2.34, -3.23)  -1.21
C (-0.36, 1.99, -3.44)  -0.38
C (-0.18, 0.56, -4.10)  2.17
C (-0.59, 0.62, -5.58)  -1.73
C (1.31, 0.11, -3.88)  -1.72
N (-0.97, -0.46, -3.34)  1.33
O (-0.98, -1.72, -3.94)  -0.81
H (-3.81, -0.92, -1.63)  0.55
H (-2.67, -2.16, -2.15)  0.39
H (-2.26, -1.00, -0.88)  0.12
H (-4.47, 0.08, -3.49)  0.38
H (-3.40, 0.66, -4.84)  0.33
H (-3.64, -1.08, -4.60)  0.35
H (-3.36, 1.55, -1.92)  0.61
H (-1.72, 1.23, -1.42)  -0.52
H (-2.36, 2.56, -4.14)  0.43
H (-1.85, 3.26, -2.68)  0.55
H (0.19, 1.99, -2.52)  -0.06
H (0.15, 2.78, -4.03)  0.18
H (-0.30, -0.26, -6.20)  0.38
H (-0.16, 1.51, -6.00)  0.41
H (-1.65, 0.72, -5.74)  0.32
H (1.48, -0.86, -4.28)  0.32
H (1.57, 0.10, -2.87)  -0.49
H (1.94, 0.81, -4.39)  0.52
H (-1.64, -1.61, -4.68)  0.40
C (2.88, 4.28, -3.41)  -1.81
C (3.88, 3.50, -2.64)  1.83
C (4.92, 4.40, -1.91)  -2.11
C (3.02, 2.80, -1.60)  -1.07
C (3.86, 1.70, -0.86)  -0.90
C (4.34, 0.72, -1.87)  0.08
C (5.15, 1.42, -3.02)  2.06
C (6.51, 2.00, -2.61)  -2.03
C (5.29, 0.37, -4.07)  -2.22
N (4.36, 2.47, -3.55)  0.81
O (5.09, 3.08, -4.62)  -0.60
H (3.31, 4.92, -4.12)  0.49
H (2.16, 3.58, -3.93)  0.18
H (2.17, 4.92, -2.82)  0.34
H (5.55, 3.97, -1.14)  0.30
H (5.61, 4.86, -2.63)  0.34
H (4.31, 5.05, -1.38)  0.61
H (2.84, 3.53, -0.88)  0.95
H (2.10, 2.40, -2.06)  -0.64
H (4.69, 2.20, -0.37)  0.23
H (3.22, 1.24, -0.08)  0.50
H (3.45, 0.22, -2.29)  -0.78
H (5.00, -0.09, -1.55)  0.65
H (6.92, 2.75, -3.30)  0.27
H (7.17, 1.18, -2.67)  0.58
H (6.55, 2.38, -1.58)  0.26
H (6.04, 0.63, -4.79)  0.63
H (4.42, 0.27, -4.72)  0.18
H (5.52, -0.61, -3.71)  0.47
H (4.86, 2.50, -5.38)  0.35
C (-4.69, 1.77, 3.08)  -2.10
C (-4.93, 3.25, 3.28)  1.67
C (-4.33, 3.65, 4.71)  -1.36
C (-4.26, 4.08, 2.15)  -1.33
C (-4.56, 5.55, 2.18)  -0.62
C (-6.07, 5.67, 2.07)  -1.17
C (-6.85, 4.90, 3.09)  1.62
C (-6.92, 5.70, 4.44)  -1.58
C (-8.27, 4.80, 2.57)  -1.91
N (-6.36, 3.52, 3.14)  0.06
O (-7.15, 2.81, 4.13)  -0.47
H (-5.06, 1.31, 4.01)  0.40
H (-5.22, 1.25, 2.28)  0.39
H (-3.66, 1.49, 2.98)  0.47
H (-5.15, 3.34, 5.44)  0.21
H (-3.45, 3.08, 4.76)  0.55
H (-4.14, 4.74, 4.80)  0.26
H (-3.18, 3.84, 2.04)  0.38
H (-4.62, 3.62, 1.22)  0.39
H (-4.17, 5.95, 3.13)  0.32
H (-4.07, 6.19, 1.40)  0.32
H (-6.33, 5.30, 1.09)  0.40
H (-6.36, 6.74, 2.16)  0.41
H (-7.44, 6.63, 4.29)  0.44
H (-5.90, 5.91, 4.71)  0.37
H (-7.38, 5.19, 5.29)  0.36
H (-8.55, 5.84, 2.24)  0.37
H (-9.02, 4.45, 3.29)  0.35
H (-8.37, 4.19, 1.67)  0.45
H (-6.97, 3.20, 5.00)  0.33
C (0.40, -4.42, 3.65)  -1.72
C (-1.02, -5.15, 3.51)  2.10
C (-1.38, -5.69, 4.93)  -1.79
C (-2.06, -4.15, 3.03)  -1.80
C (-1.98, -3.89, 1.49)  1.03
C (-2.02, -5.24, 0.76)  -1.74
C (-0.86, -6.13, 1.13)  1.85
C (-1.12, -7.51, 0.46)  -2.08
C (0.47, -5.57, 0.74)  -1.50
N (-0.96, -6.32, 2.60)  0.04
O (-0.04, -7.25, 3.12)  -0.46
H (0.26, -3.71, 4.46)  0.54
H (1.25, -5.08, 3.93)  0.31
H (0.70, -3.84, 2.80)  0.19
H (-2.07, -5.03, 5.44)  0.44
H (-1.74, -6.74, 4.83)  0.39
H (-0.48, -5.81, 5.61)  0.29
H (-3.04, -4.49, 3.26)  0.47
H (-1.82, -3.26, 3.53)  0.55
H (-2.93, -3.32, 1.15)  0.28
H (-1.12, -3.38, 1.18)  -0.74
H (-1.92, -5.08, -0.32)  0.44
H (-2.94, -5.81, 0.94)  0.45
H (-0.39, -8.21, 0.94)  0.39
H (-0.88, -7.42, -0.59)  0.41
H (-2.14, -7.88, 0.54)  0.43
H (1.25, -6.21, 1.10)  0.42
H (0.57, -4.55, 1.16)  -0.14
H (0.56, -5.43, -0.31)  0.61
H (0.83, -6.91, 2.87)  0.36
C (3.64, -3.48, -2.49)  -0.91
C (2.37, -3.44, -3.31)  -0.18
O (1.27, -2.96, -2.50)  -0.28
H (3.72, -2.47, -2.09)  0.02
H (4.52, -3.75, -3.13)  0.40
H (3.60, -4.21, -1.70)  0.30
H (2.12, -4.44, -3.67)  0.36
H (2.61, -2.75, -4.14)  0.27
H (0.49, -2.79, -3.01)  0.09
C (-0.33, -0.08, 0.98)  -1.11
C (0.72, -0.38, -0.19)  2.80
O (1.27, -1.65, -0.01)  0.18
H (-0.68, -1.08, 1.28)  -0.15
H (-1.13, 0.55, 0.65)  0.37
H (0.01, 0.36, 1.89)  0.44
H (1.52, 0.34, -0.27)  -1.11
H (0.16, -0.42, -1.14)  -1.58
H (1.33, -2.15, -0.83)  -0.30
C (5.16, 1.32, 2.69)  -0.76
C (4.38, 0.78, 3.86)  -0.41
O (3.01, 0.50, 3.63)  -0.53
H (4.68, 2.20, 2.34)  0.25
H (5.15, 0.64, 1.84)  0.04
H (6.17, 1.60, 2.93)  0.49
H (4.38, 1.52, 4.64)  0.37
H (4.85, -0.10, 4.30)  0.26
H (3.05, -0.22, 3.06)  0.34
C (5.32, -2.52, 1.75)  -1.17
C (3.86, -2.93, 2.09)  0.05
O (3.10, -1.73, 1.91)  0.26
H (5.49, -1.99, 0.82)  0.12
H (6.00, -3.41, 1.83)  0.37
H (5.65, -1.85, 2.54)  0.26
H (3.82, -3.30, 3.10)  0.36
H (3.54, -3.68, 1.40)  0.15
H (2.51, -1.84, 1.10)  0.04

---

2.
A structure of composition C31H72AsF9N8O9PbSTl at a distorted geometry. Source: OMol25; level of theory: wB97M-V/def2-TZVPD.

- Kohn-Sham gap: 1.3 eV
- Strongest force on any atom: 0.04966 Eh/bohr
- Net charge: +3
- LUMO energy: -13.13 eV

Each line ends with the Mulliken charge.
Element x y z (Å)
Pb (-15.59, 25.58, -27.21)  1.66
Tl (-10.97, 25.62, -22.29)  1.02
As (-11.55, 24.50, -26.35)  2.24
F (-11.72, 23.61, -27.83)  -0.50
F (-9.91, 23.99, -26.16)  -0.52
F (-11.53, 25.38, -24.83)  -0.54
F (-13.27, 25.03, -26.53)  -0.51
F (-12.13, 23.12, -25.43)  -0.48
F (-11.04, 25.90, -27.22)  -0.52
C (-14.62, 29.05, -24.26)  -0.33
F (-13.74, 29.25, -25.26)  0.02
F (-14.13, 29.71, -23.21)  -0.11
F (-15.79, 29.55, -24.62)  -0.09
S (-14.72, 27.21, -23.85)  -0.06
O (-15.85, 27.16, -22.94)  -0.87
O (-14.97, 26.54, -25.13)  -0.01
O (-13.44, 26.84, -23.28)  0.28
C (-21.40, 31.13, -28.84)  -1.29
C (-20.95, 31.43, -27.41)  0.05
N (-19.79, 32.29, -27.38)  0.34
C (-19.94, 33.62, -27.96)  -0.79
C (-21.06, 34.47, -27.30)  -0.93
C (-19.20, 32.34, -26.02)  -0.69
C (-18.44, 31.07, -25.66)  -0.95
H (-22.27, 30.48, -28.91)  0.44
H (-20.67, 30.63, -29.48)  0.21
H (-21.69, 32.06, -29.33)  0.34
H (-21.77, 31.88, -26.85)  0.37
H (-20.77, 30.46, -26.93)  -0.06
H (-18.96, 34.09, -27.88)  0.48
H (-20.08, 33.55, -29.04)  0.43
H (-21.07, 35.45, -27.78)  0.41
H (-22.00, 33.96, -27.50)  0.26
H (-20.82, 34.55, -26.25)  0.30
H (-19.92, 32.61, -25.25)  0.32
H (-18.44, 33.11, -26.07)  0.50
H (-19.13, 30.25, -25.44)  0.21
H (-17.86, 31.23, -24.75)  0.42
H (-17.71, 30.78, -26.42)  0.15
C (-11.13, 35.74, -25.60)  -0.95
C (-12.11, 35.16, -26.63)  -0.65
N (-11.89, 33.75, -26.92)  0.23
C (-11.92, 32.86, -25.76)  0.08
C (-13.23, 32.93, -24.99)  -1.51
C (-10.70, 33.48, -27.74)  -0.12
C (-10.61, 34.32, -29.01)  -1.50
H (-10.12, 35.36, -25.66)  0.27
H (-11.50, 35.51, -24.59)  0.31
H (-11.18, 36.83, -25.66)  0.38
H (-13.12, 35.23, -26.22)  0.36
H (-12.05, 35.77, -27.52)  0.46
H (-11.84, 31.82, -26.06)  -0.07
H (-11.05, 33.13, -25.14)  0.51
H (-14.08, 32.65, -25.61)  0.44
H (-13.22, 32.25, -24.15)  0.22
H (-13.50, 33.93, -24.64)  0.44
H (-10.72, 32.42, -27.99)  0.31
H (-9.76, 33.56, -27.17)  0.32
H (-9.96, 33.83, -29.73)  0.42
H (-10.34, 35.34, -28.77)  0.36
H (-11.58, 34.35, -29.53)  0.37
C (-13.71, 29.31, -28.49)  -0.72
C (-15.12, 28.78, -28.68)  0.39
O (-15.64, 27.98, -27.88)  -0.48
N (-15.83, 29.36, -29.63)  -0.12
C (-17.24, 29.07, -29.86)  -0.79
H (-13.65, 30.26, -27.98)  0.27
H (-13.24, 29.45, -29.47)  0.52
H (-13.16, 28.52, -27.97)  -0.04
H (-15.37, 30.03, -30.23)  0.27
H (-17.71, 29.90, -30.39)  0.38
H (-17.76, 28.97, -28.92)  0.15
H (-17.37, 28.13, -30.40)  0.31
C (-13.27, 29.21, -19.66)  -0.82
C (-11.84, 29.05, -20.08)  0.48
O (-11.54, 28.14, -20.87)  -0.40
N (-10.90, 29.86, -19.60)  -0.06
C (-11.11, 30.96, -18.68)  -1.06
H (-13.38, 29.34, -18.58)  0.51
H (-13.88, 28.38, -20.01)  -0.41
H (-13.66, 30.14, -20.11)  0.52
H (-9.97, 29.77, -19.98)  0.36
H (-11.11, 30.61, -17.64)  0.32
H (-12.05, 31.49, -18.84)  0.33
H (-10.26, 31.64, -18.70)  0.36
C (-10.01, 28.53, -26.25)  -0.52
C (-10.31, 28.84, -24.81)  0.39
O (-10.51, 27.95, -24.00)  -0.49
N (-10.26, 30.14, -24.47)  0.00
C (-10.34, 30.62, -23.11)  -1.03
H (-9.92, 29.41, -26.89)  0.26
H (-10.81, 27.89, -26.61)  -0.15
H (-9.06, 28.00, -26.34)  0.37
H (-9.86, 30.78, -25.13)  0.29
H (-9.64, 30.02, -22.51)  0.40
H (-11.28, 30.31, -22.65)  0.07
H (-10.01, 31.63, -22.89)  0.41
C (-15.47, 23.54, -22.95)  -0.47
C (-14.06, 22.98, -23.09)  0.41
O (-13.07, 23.69, -23.11)  -0.29
N (-13.98, 21.65, -23.24)  -0.12
C (-12.76, 20.91, -23.50)  -0.79
H (-15.33, 24.61, -22.78)  -0.41
H (-16.02, 23.15, -22.10)  0.51
H (-16.00, 23.47, -23.90)  0.36
H (-14.81, 21.10, -23.09)  0.30
H (-12.36, 21.16, -24.48)  0.22
H (-12.94, 19.84, -23.50)  0.39
H (-12.02, 21.16, -22.74)  0.27
C (-13.85, 25.69, -18.22)  -1.28
C (-14.25, 25.64, -19.66)  0.58
O (-13.44, 25.37, -20.54)  -0.32
N (-15.52, 25.98, -20.01)  0.18
C (-16.52, 26.57, -19.13)  -1.02
H (-14.69, 25.50, -17.55)  0.45
H (-13.41, 26.64, -17.93)  0.16
H (-13.17, 24.84, -18.13)  0.35
H (-15.74, 26.04, -20.99)  0.04
H (-16.12, 27.51, -18.72)  0.32
H (-16.78, 25.92, -18.30)  0.33
H (-17.38, 26.80, -19.74)  0.36
C (-19.97, 26.81, -26.31)  -1.40
C (-18.65, 26.85, -25.57)  0.77
O (-17.63, 26.46, -26.17)  -0.29
N (-18.60, 27.27, -24.31)  0.34
C (-19.71, 27.68, -23.49)  -1.07
H (-20.44, 27.80, -26.27)  0.18
H (-20.73, 26.17, -25.86)  0.40
H (-19.83, 26.58, -27.36)  0.33
H (-17.65, 27.23, -23.93)  -0.07
H (-19.90, 27.07, -22.61)  0.31
H (-20.64, 27.70, -24.05)  0.42
H (-19.49, 28.69, -23.11)  0.32

---

Energy above the lowest of the compared OMol25 structures with the same formula, charge and spin across the listed records, respectively: 171.3, 0.0 kJ/mol.
Highest occupied orbital energy across the listed records, respectively: -8.180, -14.423 eV.